198
Properties=species:S:1:pos:R:3:forces:R:3 method="wB97M-V/def2-TZVPD" orbital_gap_ev=8.71 de_lowest_kcal_mol=48.48 max_force_ha_per_bohr=0.0520 smiles=CCN(CC)CC.CCN(CC)CC.CCN(CC)CC.CCN(CC)CC.CCN(CC)CC.CCN(CC)CC.CCN(CC)CC.CCN(CC)CC.CCN(CC)CC e_tot_ev=-71594.4028
C 2.024257 -2.302276 -4.056443 -0.028 -0.202 0.232
C 3.280717 -2.191736 -4.893123 0.024 -0.634 -0.383
N 3.475907 -0.887196 -5.518913 0.232 -0.105 -0.881
C 3.525987 0.210284 -4.594493 0.936 0.738 -1.258
C 4.703757 0.064804 -3.691043 -0.269 -0.203 1.645
C 2.610207 -0.590076 -6.673193 0.692 -1.381 0.043
C 2.935927 -1.479916 -7.877543 -0.245 -0.612 0.117
H 1.133787 -2.116516 -4.656993 -0.056 0.245 0.134
H 2.091427 -1.610976 -3.216383 -0.342 0.113 -0.018
H 1.907467 -3.297166 -3.626713 0.094 -0.130 -0.036
H 4.140237 -2.527386 -4.312903 0.250 0.738 0.389
H 3.312777 -2.999796 -5.623953 -0.420 0.294 -0.592
H 3.699027 1.105074 -5.192413 -0.197 0.140 -0.185
H 2.600757 0.399984 -4.050393 -0.262 -0.100 0.388
H 5.663827 -0.215896 -4.124133 -0.302 0.093 -0.464
H 4.829517 0.978264 -3.109763 0.102 0.001 0.130
H 4.406647 -0.720996 -2.996543 0.529 -0.067 0.437
H 2.746147 0.432954 -7.023933 -0.034 0.132 0.569
H 1.584167 -0.771376 -6.353073 -0.534 0.360 -0.385
H 2.347177 -1.170596 -8.741143 0.087 0.054 -0.072
H 2.696087 -2.528376 -7.700623 -0.328 -0.040 0.139
H 3.992717 -1.531036 -8.139593 0.079 0.605 0.073
C -5.498533 -1.875256 -3.758253 -0.479 0.844 1.287
C -5.609133 -0.799746 -2.621093 0.314 -0.526 -0.010
N -4.524593 -0.838416 -1.632783 0.200 0.194 -1.288
C -4.346803 -2.184196 -1.055663 0.957 0.699 0.556
C -3.102083 -2.227246 -0.172403 0.033 0.715 0.708
C -4.666523 0.239134 -0.609583 1.438 -1.622 -0.683
C -4.840913 1.671154 -1.083443 -0.112 -0.159 0.834
H -6.313283 -1.681796 -4.456003 0.191 -0.018 -0.219
H -5.630873 -2.890846 -3.385233 0.086 0.046 0.000
H -4.521643 -1.775676 -4.231403 -0.082 -0.058 -0.127
H -5.657583 0.172464 -3.111543 0.386 0.138 0.065
H -6.527343 -0.830846 -2.034553 -0.801 -0.555 -0.262
H -5.217883 -2.463976 -0.463163 -0.402 -0.248 0.152
H -4.142383 -2.973816 -1.778723 -0.519 0.421 -0.570
H -2.809763 -3.224636 0.155987 -0.207 -0.031 -0.180
H -2.253853 -1.740726 -0.653993 0.015 -0.300 -0.437
H -3.226763 -1.622186 0.725627 -0.204 -0.141 0.270
H -3.678423 0.219044 -0.149843 -0.204 -0.067 0.567
H -5.420403 -0.086246 0.107267 -0.280 0.339 0.400
H -5.882803 1.967074 -0.961033 -0.009 0.210 -0.827
H -4.348843 1.884914 -2.032273 -0.474 -0.097 -0.174
H -4.307103 2.268304 -0.344163 -0.027 0.190 -0.041
C -5.392893 -1.601736 3.107817 0.161 -0.111 -0.142
C -4.705823 -0.268436 3.333877 -0.867 1.154 0.323
N -5.654713 0.854244 3.174907 -0.826 -0.159 -0.500
C -6.587433 0.932434 4.322827 0.385 1.654 -0.191
C -7.645353 2.070714 4.163037 0.165 -1.388 -0.758
C -5.023133 2.120974 2.809447 0.736 0.127 0.525
C -4.117123 2.777134 3.910827 -0.737 -0.458 -0.485
H -5.710633 -1.640936 2.065897 -0.062 -0.066 -0.040
H -6.276763 -1.761686 3.725307 0.112 0.095 0.067
H -4.710963 -2.434536 3.279647 0.063 -0.017 0.043
H -4.315043 -0.107226 4.338567 0.580 -0.791 0.296
H -3.896213 -0.142936 2.614927 0.065 0.042 -0.018
H -7.062903 -0.030846 4.507537 -0.044 0.148 -0.266
H -6.030143 1.194544 5.222177 0.318 -0.269 0.483
H -8.060833 1.912924 3.167767 -0.267 0.260 -0.103
H -8.458503 1.933324 4.875787 0.137 0.142 0.121
H -7.256053 3.088064 4.202447 0.156 -0.184 0.223
H -5.757563 2.843944 2.454457 -0.321 0.007 0.391
H -4.440803 1.968674 1.900717 0.301 -0.390 0.052
H -3.376373 2.087424 4.315377 0.075 -0.130 -0.186
H -4.745173 3.066504 4.753397 0.047 0.264 0.035
H -3.596453 3.646674 3.509697 -0.075 0.086 0.014
C -0.580743 -4.226296 2.232227 -0.370 0.102 -0.871
C 0.876467 -4.079836 2.611727 0.616 0.358 0.189
N 1.908027 -4.177656 1.562207 -0.741 0.837 0.110
C 1.833637 -5.370226 0.710837 0.448 0.081 0.711
C 2.460397 -5.140526 -0.640353 0.449 0.619 -0.326
C 3.277057 -3.818916 2.054527 -0.951 0.208 -0.390
C 3.852937 -4.679146 3.165837 0.512 -0.189 -0.666
H -1.253783 -3.911636 3.029787 0.259 -0.287 0.396
H -0.886013 -5.213836 1.886297 0.071 -0.085 0.127
H -0.836163 -3.521046 1.441347 0.205 0.002 -0.360
H 0.924317 -3.063816 3.003547 0.418 0.166 0.155
H 1.123667 -4.734206 3.447667 -0.117 -0.319 0.277
H 0.823757 -5.760736 0.585387 -0.232 0.539 0.174
H 2.353097 -6.173926 1.232697 0.263 -0.546 -0.121
H 2.379797 -6.008456 -1.294793 0.213 -0.070 0.100
H 3.495497 -4.825366 -0.508603 0.260 -0.538 -0.143
H 2.052357 -4.283116 -1.175563 -0.576 -0.024 0.130
H 3.894817 -3.742396 1.159757 0.302 -0.475 0.143
H 3.332357 -2.802126 2.443347 -0.715 0.336 -0.116
H 4.906207 -4.426346 3.287597 0.079 0.048 0.007
H 3.386107 -4.475016 4.129427 -0.215 -0.342 -0.115
H 3.813107 -5.720856 2.847467 -0.119 -0.213 0.537
C -1.159823 5.851674 4.012107 -0.021 0.636 1.016
C -1.140933 5.972004 2.516727 1.044 -1.819 0.108
N -2.427813 6.018514 1.887837 -0.177 1.121 0.144
C -3.077043 7.318244 2.181277 -2.187 -0.381 -1.490
C -4.601343 7.095274 2.062567 -0.147 -0.437 0.477
C -2.316013 5.670714 0.442037 -0.301 -0.627 0.979
C -2.154943 4.131214 0.264807 0.259 0.820 -0.547
H -1.271413 6.863474 4.401857 -0.234 -0.087 0.511
H -0.207673 5.492154 4.402307 0.180 0.019 -0.202
H -1.917383 5.201074 4.449057 -0.223 0.051 -0.336
H -0.430173 6.771464 2.307487 -0.103 0.590 -0.607
H -0.641523 5.069144 2.165257 0.036 -0.093 -0.291
H -2.907763 7.777614 3.155147 0.568 -0.659 0.085
H -2.884353 8.096324 1.442657 0.799 0.132 -0.260
H -5.221403 7.973494 2.242387 0.238 0.205 0.085
H -4.919603 6.691864 1.101277 0.296 0.073 -0.179
H -4.877363 6.332434 2.790577 -0.135 0.013 0.140
H -1.526163 6.289584 0.016307 0.374 -0.245 -0.394
H -3.227583 5.900744 -0.109523 -0.140 0.359 0.348
H -2.155813 3.893574 -0.798973 -0.159 0.109 -0.165
H -3.016933 3.624294 0.698497 0.144 0.052 0.252
H -1.218693 3.696064 0.614367 -0.056 0.178 0.417
C 2.601007 3.903784 -2.240343 0.007 0.321 -0.097
C 2.380177 5.005024 -1.186143 0.517 -0.445 0.177
N 3.072637 4.676774 0.064217 -0.286 0.001 0.988
C 3.268157 5.878784 0.897367 0.302 0.575 -0.534
C 4.539707 6.628184 0.459207 -0.237 -0.691 0.428
C 2.267757 3.688684 0.785037 1.259 -1.272 1.063
C 3.072567 3.005954 1.958417 -0.342 0.493 -0.264
H 2.418547 4.327464 -3.227923 -0.179 -0.183 -0.104
H 2.014437 2.992804 -2.121383 -0.375 0.215 0.135
H 3.631227 3.547844 -2.234983 0.186 0.333 0.157
H 2.727837 5.963574 -1.571383 0.337 -0.082 -0.010
H 1.336407 5.188064 -0.930913 -0.580 -0.174 -0.320
H 2.370847 6.495304 0.844147 -0.270 0.440 -0.234
H 3.361587 5.702664 1.968977 0.089 -0.737 -0.119
H 5.346397 5.917064 0.637157 0.197 0.028 -0.324
H 4.512657 6.896074 -0.597013 0.095 0.121 0.109
H 4.771937 7.484144 1.092847 -0.300 0.218 -0.169
H 1.926937 2.904524 0.108977 0.146 0.012 -0.121
H 1.354527 4.087614 1.226597 -0.332 0.527 0.032
H 2.556657 2.155674 2.404457 -0.289 -0.150 -0.346
H 3.211607 3.677924 2.805307 0.026 0.283 -0.079
H 4.069957 2.670404 1.674277 -0.059 0.026 -0.354
C -0.598333 1.066854 2.037727 0.215 0.669 -1.008
C -0.878603 0.704484 0.551097 0.944 -1.000 1.717
N 0.380257 0.633104 -0.205323 -0.776 1.152 -0.750
C 0.103717 0.517564 -1.646103 1.079 1.161 0.102
C -0.780463 1.638694 -2.234943 -0.990 -0.943 -0.002
C 1.274447 -0.427396 0.214977 0.852 0.115 0.479
C 2.701807 -0.317016 -0.384093 -0.818 -0.172 0.430
H -1.497203 1.406974 2.551987 -0.134 -0.503 0.144
H 0.037047 1.952074 2.009847 0.238 0.119 0.083
H -0.038583 0.295854 2.567207 -0.415 -0.018 0.142
H -1.287153 -0.305946 0.536047 -0.662 -0.124 -0.020
H -1.622303 1.410244 0.181067 0.428 -0.036 -0.451
H 1.083977 0.584804 -2.117983 0.121 -0.011 -0.208
H -0.240073 -0.490226 -1.879063 -0.630 -0.215 -0.233
H -1.822243 1.413284 -2.006943 -0.211 0.055 0.261
H -0.622593 2.667704 -1.911983 0.596 -0.228 0.218
H -0.808293 1.624154 -3.324493 0.542 -0.073 -0.098
H 0.901357 -1.424506 -0.018833 -0.412 -0.376 -0.145
H 1.397367 -0.418346 1.297987 -0.242 0.215 0.030
H 3.428857 -0.715116 0.323727 -0.016 -0.179 0.005
H 2.957517 0.732794 -0.527703 0.026 -0.039 -0.400
H 2.733837 -0.932446 -1.283153 0.384 0.433 -0.180
C 7.629057 -0.215016 4.983237 -0.259 0.055 0.519
C 6.687777 -1.386196 4.753957 -0.814 -0.820 0.393
N 5.758197 -1.305036 3.604937 0.473 1.523 -0.150
C 6.577947 -1.066496 2.412037 -0.475 -1.121 -0.764
C 7.495887 -2.273966 2.105327 0.054 1.262 -0.042
C 4.814357 -0.153766 3.749727 -0.017 -1.272 -0.308
C 3.809267 -0.385346 4.859117 0.082 0.345 0.161
H 7.108977 0.741354 5.037777 -0.073 0.076 -0.561
H 8.411517 -0.215446 4.224377 0.069 0.323 0.216
H 8.052077 -0.257066 5.986917 0.387 -0.446 -0.091
H 7.247247 -2.317776 4.668837 0.281 0.066 -0.366
H 6.077807 -1.632136 5.623177 -0.126 0.530 0.243
H 7.104257 -0.112726 2.449807 0.558 0.035 0.266
H 5.973467 -0.925666 1.516007 -0.717 -0.156 0.197
H 8.409917 -2.140216 2.683907 0.168 -0.505 -0.135
H 7.721237 -2.225246 1.039997 0.321 -0.128 0.040
H 7.029997 -3.239916 2.300237 -0.095 0.180 0.207
H 5.313137 0.811644 3.835177 0.221 0.155 0.195
H 4.261107 -0.104316 2.811877 0.004 -0.060 -0.183
H 4.228897 -0.207356 5.849237 0.030 -0.030 0.041
H 2.989067 0.319724 4.724037 -0.150 -0.054 0.118
H 3.424627 -1.404816 4.830277 -0.036 0.007 -0.086
C -0.683413 -4.587336 -6.298233 -0.404 0.587 0.705
C -2.010153 -4.511216 -5.507203 0.077 -0.432 -1.017
N -1.886783 -4.882526 -4.117553 -0.194 0.408 0.974
C -1.332163 -3.741166 -3.325343 0.562 -0.416 -1.635
C -0.920203 -4.130676 -1.954163 -0.368 -0.689 1.931
C -3.173413 -5.307946 -3.567983 -0.340 -1.280 -0.613
C -3.787183 -6.574956 -4.234503 0.099 0.684 0.340
H -0.147123 -5.441986 -5.885853 0.043 -0.139 -0.371
H -0.035733 -3.717746 -6.186723 -0.029 0.117 0.063
H -0.915683 -4.694906 -7.357753 0.216 -0.162 0.027
H -2.586103 -3.591616 -5.610673 0.281 0.759 -0.112
H -2.641693 -5.205006 -6.062103 -0.148 -0.442 0.536
H -0.466243 -3.382946 -3.882073 0.336 -0.377 0.024
H -1.937373 -2.837036 -3.391363 -0.906 0.030 0.451
H -1.734893 -4.446746 -1.302643 -0.610 0.029 -0.324
H -0.289683 -5.017176 -1.885893 0.473 0.197 -0.565
H -0.505463 -3.348126 -1.318793 0.469 0.309 -0.522
H -3.924743 -4.519166 -3.605823 -0.140 0.414 0.104
H -3.072473 -5.658576 -2.540873 0.352 0.585 0.155
H -4.261933 -6.437986 -5.206073 0.354 0.157 -0.132
H -4.604023 -6.875796 -3.578483 0.064 -0.299 0.079
H -3.022503 -7.350756 -4.273173 -0.152 -0.112 -0.107